# 1
# C2H8N2S

A cluster of 2 separate species, C2H8N2S in total (wB97M-V/def2-TZVPD, OMol25).

**Molecular weight**: 92.17 g/mol
**Relative energy (zero: lowest compared OMol25 entry of this formula, charge and spin)**: 119.2 kcal/mol
**LUMO**: -1.654 eV
**HOMO level**: -8.414 eV
**Calculated total energy**: -588.4899 a.u.
**HOMO-LUMO gap**: 6.8 eV

Atoms and positions in Å:
C -1.87 0.72 0.30
C 1.67 -1.00 -0.30
N -0.86 0.74 -0.60
N 0.39 -1.18 0.07
S 2.46 0.76 -0.17
H -2.40 -0.24 0.28
H -1.34 0.94 1.33
H -2.77 1.25 0.13
H 1.91 -1.24 -1.30
H 2.47 -1.62 0.35
H -1.21 0.36 -1.44
H 0.20 -0.86 1.04
H 1.36 1.36 0.32

Atom charges from the Mulliken analysis, given in e for atoms 1 to 2: atom 1 (C): -0.759, atom 2 (C): -0.391

---

# 2
# C3H12NO4

A structure of composition C3H12NO4 (wB97M-V/def2-TZVPD, OMol25).

**Molecular weight**: 126.13 g/mol
**Relative energy (zero: lowest compared OMol25 entry of this formula, charge and spin)**: 10.0 kcal/mol
**LUMO**: 4.036 eV
**HOMO level**: -4.234 eV
**Calculated total energy**: -477.2437 a.u.
**HOMO-LUMO gap**: 8.3 eV
**Net charge**: -1

Atoms and positions in Å:
C -1.36 -1.19 0.20
O -1.30 -1.19 -1.20
C -0.32 -0.21 0.77
C -0.61 1.25 0.58
O 0.58 2.00 0.76
N 0.03 -0.56 2.17
H -1.20 -2.17 0.67
H -2.37 -0.83 0.44
H 0.60 -0.42 0.21
H -1.06 1.54 -0.39
H -1.34 1.65 1.31
H 1.22 1.61 -0.20
H 0.65 0.16 2.51
H -0.84 -0.42 2.67
H -0.40 -1.26 -1.55
H 0.60 -0.43 -3.05
O 1.00 -1.02 -2.41
H 1.54 -0.35 -1.86
H 2.71 0.81 -0.61
O 1.86 1.03 -1.01

Atom charges from the Mulliken analysis, given in e for atoms 1 to 2: atom 1 (C): -0.853, atom 2 (O): -0.547

---

# 3
# C4H8O

An isolated molecule of C4H8O (wB97M-V/def2-TZVPD, OMol25).

**SMILES**: C[C@H]1C[C@H]1O
**Molecular weight**: 72.11 g/mol
**Relative energy (zero: lowest compared OMol25 entry of this formula, charge and spin)**: 26.0 kcal/mol
**LUMO**: 1.008 eV
**HOMO level**: -9.368 eV
**Calculated total energy**: -232.4042 a.u.
**HOMO-LUMO gap**: 10.4 eV

Atoms and positions in Å:
C 1.20 -0.86 -0.15
C 0.15 0.07 -0.70
C -1.27 -0.05 -0.20
C -0.46 1.17 0.12
O -0.04 1.50 1.41
H 1.20 -1.81 -0.71
H 1.01 -1.12 0.90
H 2.21 -0.44 -0.21
H 0.27 0.30 -1.76
H -2.11 0.03 -0.89
H -1.43 -0.78 0.60
H -0.73 2.08 -0.40
H 0.13 0.70 1.91

Atom charges from the Mulliken analysis, given in e for atoms 1 to 2: atom 1 (C): -1.282, atom 2 (C): 0.236

---

# 4
# C4H6N6O

A structure of composition C4H6N6O (wB97M-V/def2-TZVPD, OMol25).

**Molecular weight**: 154.13 g/mol
**Relative energy (zero: lowest compared OMol25 entry of this formula, charge and spin)**: 243.0 kcal/mol
**LUMO**: -1.557 eV
**HOMO level**: -8.858 eV
**Calculated total energy**: -559.4587 a.u.
**HOMO-LUMO gap**: 7.3 eV

Atoms and positions in Å:
C 1.42 -1.15 0.30
C -0.07 -0.54 -1.21
C -0.56 0.43 -0.17
C 0.19 0.52 1.00
H 2.18 -2.24 2.00
H 2.54 -2.81 0.25
H -2.09 -0.59 -2.24
H -0.92 -1.40 -3.07
H -0.95 2.29 1.17
H -0.35 1.75 2.80
N 2.73 -1.56 0.55
N 0.69 -1.60 -0.72
N -0.78 -0.51 -2.41
N -1.77 1.05 -0.56
N -0.43 1.47 1.82
N 1.09 -0.26 1.26
O -2.12 2.17 0.00

Atom charges from the Mulliken analysis, given in e for atoms 1 to 2: atom 1 (C): 0.303, atom 2 (C): 0.290

---

# 5
# C6H5I2N2O3P

An isolated molecule of C6H5I2N2O3P (wB97M-V/def2-TZVPD, OMol25).

**SMILES**: CC(=O)c1c(I)c(I)n(P)c1[N+](=O)[O-]
**Molecular weight**: 437.90 g/mol
**Relative energy (zero: lowest compared OMol25 entry of this formula, charge and spin)**: 2.9 kcal/mol
**LUMO**: -0.826 eV
**HOMO level**: -8.995 eV
**Calculated total energy**: -1503.4539 a.u.
**HOMO-LUMO gap**: 8.2 eV

Atoms and positions in Å:
C -0.19 -2.81 0.86
C 0.20 -2.13 -0.41
O 0.08 -2.55 -1.53
C 0.92 -0.74 -0.29
C 2.35 -0.57 -0.25
I 3.80 -2.11 -0.03
C 2.67 0.79 -0.18
I 4.50 1.66 0.09
N 1.51 1.50 -0.27
P 1.26 3.32 -0.25
C 0.42 0.55 -0.31
N -0.88 0.97 -0.47
O -1.04 2.16 -0.79
O -1.82 0.22 -0.29
H -0.91 -2.38 1.55
H 0.64 -2.82 1.50
H -0.31 -3.81 0.63
H 1.22 3.26 -1.59
H 2.73 3.47 -0.20

Atom charges from the Mulliken analysis, given in e for atoms 1 to 2: atom 1 (C): -1.238, atom 2 (C): 0.345

---

# 6
# C7H13N

A cluster of 2 separate species, C7H13N in total (wB97M-V/def2-TZVPD, OMol25).

**SMILES**: C=C(C)CN.C#CC
**Molecular weight**: 111.19 g/mol
**Relative energy (zero: lowest compared OMol25 entry of this formula, charge and spin)**: 76.7 kcal/mol
**LUMO**: 0.900 eV
**HOMO level**: -8.762 eV
**Calculated total energy**: -329.1492 a.u.
**HOMO-LUMO gap**: 9.7 eV

Atoms and positions in Å:
C -0.65 -0.74 1.39
C -0.67 0.25 0.48
C -0.50 1.68 0.90
C -1.54 0.13 -0.81
N -1.80 -1.19 -1.31
H -0.36 -0.55 2.41
H -0.80 -1.77 1.13
H 0.08 1.76 1.82
H -0.02 2.26 0.12
H -1.47 2.14 1.09
H -2.49 0.64 -0.63
H -0.99 0.67 -1.59
H -2.39 -1.70 -0.65
H -0.90 -1.69 -1.39
C 1.27 -1.29 -1.50
C 1.56 -0.46 -0.66
C 2.45 0.30 0.22
H 1.19 -1.90 -2.36
H 2.12 0.21 1.25
H 3.47 -0.08 0.14
H 2.45 1.35 -0.06

Atom charges from the Mulliken analysis, given in e for atoms 1 to 2: atom 1 (C): -0.921, atom 2 (C): 0.906